The following is a quantum chemistry calculation of a molecular structure, C31H34N4OPRuS, from the OMol25 dataset.

Structure (XYZ):
```
73
Properties=species:S:1:pos:R:3:lowdin_charge:R:1
Ru 0.223 0.168 0.739 1.1568
C -3.302 2.455 3.410 0.0333
N -1.842 2.623 3.480 -0.0841
C -1.160 3.124 4.567 0.0243
C 0.150 3.164 4.239 0.0145
N 0.262 2.693 2.940 0.0178
C -0.978 2.357 2.497 -0.6272
S -1.415 1.786 0.916 0.7767
C 1.468 2.793 2.169 -0.2351
C 2.312 3.866 2.391 0.0449
C 3.478 3.944 1.644 0.0209
C 3.736 2.973 0.689 0.0038
C 2.817 1.959 0.515 -0.0921
N 1.704 1.849 1.258 0.0181
H -3.732 2.933 4.285 0.1144
H -3.552 1.397 3.405 0.0954
H -3.679 2.940 2.513 0.1041
H -1.664 3.405 5.476 0.1553
H 1.007 3.469 4.813 0.1497
H 2.057 4.636 3.104 0.1342
H 4.160 4.770 1.794 0.1408
H 4.624 3.009 0.075 0.1336
H 2.958 1.206 -0.251 0.1042
N 0.243 0.412 -1.031 -0.3018
P -0.237 -0.620 -2.287 0.9383
C -0.659 -2.117 -1.393 -0.3301
C -0.025 -3.322 -1.680 -0.0449
C -0.297 -4.445 -0.906 -0.0256
C -1.186 -4.366 0.155 -0.0306
C -1.830 -3.166 0.442 -0.0617
C -1.575 -2.041 -0.329 -0.1369
C -1.611 0.069 -3.147 -0.3370
C -2.722 -0.731 -3.433 -0.0587
C -3.762 -0.202 -4.181 -0.0349
C -3.697 1.111 -4.626 -0.0211
C -2.594 1.909 -4.333 -0.0389
C -1.544 1.393 -3.597 -0.0710
C 1.163 -0.892 -3.331 -0.3250
C 2.438 -1.086 -2.791 -0.0925
C 3.501 -1.366 -3.626 -0.0433
C 3.294 -1.460 -5.001 -0.0201
C 2.032 -1.269 -5.540 -0.0274
C 0.959 -0.979 -4.710 -0.0439
H 0.681 -3.387 -2.498 0.1193
H 0.183 -5.386 -1.140 0.1292
H -1.399 -5.248 0.745 0.1281
H -2.564 -3.122 1.236 0.1140
H -2.177 -1.147 -0.178 0.0933
H -2.771 -1.756 -3.088 0.1143
H -4.621 -0.814 -4.418 0.1249
H -4.511 1.519 -5.210 0.1273
H -2.555 2.929 -4.689 0.1235
H -0.679 2.010 -3.384 0.1158
H 2.600 -1.021 -1.720 0.0821
H 4.492 -1.514 -3.218 0.1205
H 4.128 -1.680 -5.654 0.1279
H 1.881 -1.338 -6.608 0.1273
H -0.024 -0.817 -5.135 0.1175
C 1.932 -1.960 1.396 -0.0543
C 1.727 -1.360 2.771 -0.1914
O 0.492 -0.586 2.736 -0.3557
C -0.351 -0.637 3.933 -0.1894
C -1.728 -1.140 3.594 -0.0476
H 2.903 -2.450 1.317 0.1182
H 1.975 -1.189 0.591 0.0312
H 1.150 -2.678 1.139 0.0806
H 2.541 -0.691 3.060 0.1347
H 1.628 -2.140 3.525 0.1375
H -0.352 0.365 4.363 0.1063
H 0.146 -1.300 4.639 0.1341
H -2.195 -0.550 2.803 0.0482
H -2.357 -1.078 4.483 0.1055
H -1.699 -2.183 3.283 0.0797
```

Computed properties:
<S²>: 6.02
HOMO-LUMO gap (alpha / beta), eV: 7.1 / 6.0
HOMO level (alpha / beta), eV: -16.78 / -16.79
Calculated total energy, hartree: -2329.4135
Spin multiplicity: 5
Net charge: +3

=====

The following is a quantum chemistry calculation of a molecular structure, C31H35AsClFeO4PSSbSe at a distorted geometry, from the OMol25 dataset.

Structure (XYZ):
```
77
Properties=species:S:1:pos:R:3:lowdin_charge:R:1
Fe -1.999 -2.330 -0.004 0.4029
C -7.274 -3.317 0.010 -0.4161
Sb -5.271 -2.813 0.982 1.2313
C -4.714 -4.832 0.471 -0.3618
C -4.783 -1.832 -0.886 -0.3488
H -7.167 -3.608 -1.040 -0.0379
H -7.957 -2.463 0.067 -0.0467
H -7.730 -4.151 0.552 -0.0453
H -5.056 -5.073 -0.537 -0.0121
H -5.176 -5.527 1.174 -0.0205
H -3.630 -4.911 0.536 -0.0401
H -4.664 -2.576 -1.677 -0.0026
H -3.873 -1.225 -0.800 -0.0393
H -5.590 -1.148 -1.155 -0.0053
S -1.386 -4.239 -1.875 0.6216
C -0.684 -2.818 -1.527 -0.7703
O -2.871 0.819 4.465 -0.6486
Se -2.775 -0.305 3.283 1.0576
O -3.687 0.596 1.802 -0.4202
O -2.981 -2.605 1.442 -0.8609
O -1.248 -0.189 2.675 -0.6446
C 0.559 1.222 0.296 -0.3961
C 0.885 1.482 1.760 -0.4395
As 2.280 2.817 2.093 1.2942
C 3.705 1.963 1.046 -0.4077
C 4.607 1.177 1.758 -0.1378
C 5.644 0.519 1.113 -0.1129
C 5.799 0.645 -0.260 -0.1110
C 4.905 1.422 -0.983 -0.0947
C 3.867 2.075 -0.333 -0.1309
C 1.714 4.223 0.860 -0.4140
C 2.636 5.076 0.253 -0.1434
C 2.212 6.127 -0.546 -0.1113
C 0.855 6.353 -0.733 -0.1101
C -0.072 5.533 -0.104 -0.0812
C 0.354 4.478 0.691 -0.1142
P -0.166 -0.461 -0.091 1.0646
C 0.375 -0.643 -1.834 -0.3239
C 0.370 0.400 -2.715 -0.1187
C 0.354 0.203 -4.110 -0.0957
C 0.228 -1.105 -4.630 -0.1262
C 0.222 -2.190 -3.819 -0.0730
C 0.361 -2.075 -2.338 -0.4062
C 1.110 -1.516 0.721 -0.3520
C 2.436 -1.501 0.292 -0.0995
C 3.380 -2.338 0.869 -0.1012
C 2.999 -3.195 1.893 -0.1062
C 1.682 -3.208 2.332 -0.0759
C 0.735 -2.376 1.751 -0.0830
H 1.458 1.342 -0.316 0.0413
H -0.174 1.940 -0.080 0.0595
H 1.257 0.573 2.237 0.0552
H 0.014 1.764 2.353 0.0489
H 4.492 1.067 2.831 0.0895
H 6.325 -0.100 1.684 0.0966
H 6.607 0.132 -0.767 0.0931
H 5.005 1.512 -2.057 0.0985
H 3.172 2.669 -0.914 0.0953
H 3.700 4.913 0.395 0.0943
H 2.942 6.772 -1.020 0.0911
H 0.521 7.169 -1.362 0.0907
H -1.133 5.706 -0.228 0.1012
H -0.387 3.861 1.188 0.0682
H 0.344 1.418 -2.340 0.0928
H 0.358 1.055 -4.777 0.0830
H 0.115 -1.238 -5.701 0.0901
H 0.094 -3.187 -4.221 0.0822
H 1.306 -2.569 -2.033 0.1479
H 2.734 -0.832 -0.510 0.1032
H 4.405 -2.316 0.520 0.0889
H 3.730 -3.856 2.345 0.0886
H 1.380 -3.876 3.129 0.1004
H -0.291 -2.378 2.098 0.0740
Cl -3.276 3.330 1.779 0.3520
C -2.996 1.523 1.171 -0.6806
H -3.310 1.625 0.130 0.0680
H -1.916 1.421 1.281 0.0015
```

Computed properties:
<S²>: 8.82
HOMO-LUMO gap (alpha / beta), eV: 5.3 / 5.3
HOMO level (alpha / beta), eV: -1.36 / -1.57
Calculated total energy, hartree: -8843.9703
Spin multiplicity: 6
Net charge: -2

=====

The following is a quantum chemistry calculation of a molecular structure, C31H35AsIrN7O8S2, from the OMol25 dataset.

Structure (XYZ):
```
85
Properties=species:S:1:pos:R:3:lowdin_charge:R:1
Ir -0.699 0.259 -0.227 1.2008
O -3.072 3.596 -0.113 0.0766
C -2.398 2.618 -0.364 -0.5750
O -2.219 1.594 0.423 -0.2253
C -1.682 2.509 -1.701 -0.1720
C -1.795 3.348 -2.793 0.0271
C -1.023 3.070 -3.917 -0.0171
C -0.164 1.974 -3.929 0.0314
C -0.104 1.171 -2.808 -0.1761
N -0.854 1.475 -1.748 -0.0803
C 0.788 -0.058 -2.620 -0.5711
O 1.483 -0.428 -3.539 0.0913
O 0.728 -0.601 -1.433 -0.1801
H -2.467 4.193 -2.740 0.1276
H -1.091 3.709 -4.787 0.1143
H 0.452 1.720 -4.781 0.1296
C 1.388 3.396 -0.689 0.0397
C 1.094 2.760 0.624 -0.2912
N 0.681 1.523 0.850 -0.0030
C 0.640 1.354 2.224 -0.0885
C 1.035 2.498 2.821 -0.0473
N 1.316 3.388 1.802 -0.0073
C 1.860 4.717 1.982 -0.0587
N 3.243 4.808 1.595 -0.0670
N 3.601 5.711 0.645 0.0463
N 4.850 5.614 0.417 0.0772
C 5.368 4.617 1.218 -0.2281
C 6.673 4.127 1.324 -0.0084
C 6.883 3.098 2.210 -0.0776
C 5.827 2.562 2.978 -0.0715
C 4.539 3.034 2.886 -0.0055
C 4.333 4.083 1.983 -0.1630
H 1.406 2.641 -1.469 0.0778
H 2.360 3.885 -0.670 0.0784
H 0.642 4.153 -0.939 0.1001
H 0.340 0.418 2.657 0.1054
H 1.118 2.775 3.858 0.1246
H 1.733 4.976 3.032 0.1438
H 1.327 5.441 1.369 0.1422
H 7.470 4.545 0.726 0.1161
H 7.874 2.681 2.324 0.1049
H 6.040 1.747 3.658 0.1074
H 3.739 2.605 3.472 0.0973
C -5.399 -0.128 -0.616 -0.2443
As -3.932 -1.012 0.271 0.8450
C -3.903 -0.202 2.013 -0.2033
C -4.532 -2.816 0.532 -0.2309
S -2.317 -1.140 -1.157 0.3705
H -6.299 -0.213 -0.007 0.0398
H -5.559 -0.599 -1.584 0.0326
H -5.148 0.922 -0.755 0.0352
H -4.939 -0.247 2.352 0.0448
H -3.577 0.825 1.922 0.0228
H -3.248 -0.784 2.668 0.0395
H -5.373 -2.813 1.224 0.0449
H -3.704 -3.393 0.940 0.0268
H -4.842 -3.224 -0.428 0.0305
C -3.396 -4.326 -3.141 -0.0538
C -2.061 -4.443 -2.460 -0.2972
C -1.912 -5.191 -1.297 -0.0384
C -0.692 -5.252 -0.640 -0.0620
C 0.389 -4.556 -1.154 -0.2709
C 0.274 -3.826 -2.330 -0.0484
C -0.949 -3.776 -2.973 -0.0596
S 1.940 -4.559 -0.300 0.6326
O 1.935 -5.647 0.642 -0.2946
O 2.959 -4.453 -1.301 -0.2786
N 1.940 -3.179 0.573 -0.1167
C 1.518 -3.194 1.969 -0.2162
C 0.017 -3.303 2.174 -0.0743
C -0.808 -2.159 1.613 -0.5919
O -2.042 -2.184 1.679 -0.1241
O -0.117 -1.191 1.113 -0.2335
H -4.090 -5.090 -2.791 0.0758
H -3.298 -4.421 -4.223 0.0814
H -3.839 -3.347 -2.938 0.0584
H -2.761 -5.734 -0.899 0.1128
H -0.568 -5.846 0.256 0.1103
H 1.132 -3.305 -2.733 0.1148
H -1.044 -3.202 -3.888 0.1213
H 1.641 -2.370 0.033 0.0915
H 1.913 -2.285 2.425 0.1199
H 2.001 -4.042 2.448 0.1113
H -0.215 -3.381 3.239 0.1298
H -0.358 -4.221 1.718 0.1005
```

Computed properties:
HOMO-LUMO gap, eV: 8.0
HOMO level, eV: -8.35
Calculated total energy, hartree: -5324.1338
Spin multiplicity: 1
Net charge: 0

=====

These records have relative energy (zero: lowest compared OMol25 entry of this formula, charge and spin) values of 0.534, 2.127, 0.098 eV, in the order they appear.